No. 1
A structure of composition C41H56BN8O3Sn, computed with wB97M-V/def2-TZVPD.

* largest force on an atom: 1.10 eV/Å
* HOMO-LUMO gap: 7.346 eV
* LUMO: -3.14 eV
* net charge: +1

```
110
Properties=species:S:1:pos:R:3:lowdin_charge:R:1
Sn -1.243 0.156 -0.222 1.40
C 0.237 4.577 0.270 -0.05
C 0.479 3.304 -0.545 -0.38
C 1.274 3.597 -1.821 -0.03
C 1.188 2.278 0.287 -0.25
C 2.402 2.390 0.955 0.06
C 2.615 1.167 1.580 -0.17
C 3.815 0.860 2.432 -0.34
C 4.721 -0.210 1.812 -0.04
C 3.446 0.533 3.882 -0.04
N 1.567 0.374 1.293 0.07
N 0.692 1.060 0.508 -0.03
B 1.287 -1.103 1.651 -0.49
N -0.019 -1.192 2.469 0.06
N -1.177 -0.761 1.912 -0.05
C -2.167 -1.007 2.776 -0.26
C -1.635 -1.619 3.907 0.05
C -0.269 -1.730 3.674 -0.18
C 0.747 -2.292 4.624 -0.36
C 0.371 -3.721 5.028 -0.05
C 0.845 -1.390 5.861 -0.05
C -3.594 -0.673 2.448 -0.39
C -4.438 -0.534 3.713 -0.07
C -4.190 -1.733 1.516 -0.06
N 1.111 -1.907 0.338 0.07
N 0.116 -1.612 -0.541 -0.03
C 0.183 -2.480 -1.558 -0.25
C 1.228 -3.363 -1.320 0.06
C 1.792 -2.975 -0.109 -0.17
C 2.999 -3.587 0.537 -0.36
C 2.825 -5.101 0.687 -0.05
C 4.240 -3.263 -0.306 -0.05
C -0.790 -2.437 -2.700 -0.38
C -2.131 -3.044 -2.268 -0.05
C -0.236 -3.163 -3.923 -0.06
H -0.295 5.321 -0.324 0.08
H 1.187 5.011 0.585 0.08
H -0.353 4.363 1.163 0.08
H -0.489 2.881 -0.830 0.06
H 2.208 4.107 -1.578 0.09
H 0.700 4.237 -2.492 0.09
H 1.516 2.673 -2.349 0.08
H 3.062 3.240 0.975 0.12
H 4.380 1.793 2.446 0.14
H 4.254 -1.194 1.847 0.05
H 5.664 -0.257 2.356 0.09
H 4.941 0.031 0.771 0.09
H 2.873 -0.391 3.946 0.05
H 2.852 1.337 4.319 0.09
H 4.353 0.418 4.476 0.09
H 2.180 -1.553 2.279 0.10
H -2.165 -1.942 4.787 0.12
H 1.720 -2.322 4.133 0.11
H -0.573 -3.735 5.574 0.08
H 1.142 -4.141 5.674 0.08
H 0.270 -4.363 4.151 0.08
H -0.104 -1.381 6.398 0.08
H 1.089 -0.364 5.583 0.07
H 1.617 -1.757 6.539 0.09
H -3.598 0.285 1.915 0.11
H -4.560 -1.505 4.195 0.08
H -5.429 -0.155 3.465 0.08
H -3.976 0.149 4.427 0.09
H -4.190 -2.710 2.003 0.09
H -3.609 -1.813 0.597 0.04
H -5.218 -1.477 1.255 0.09
H 1.553 -4.177 -1.943 0.12
H 3.132 -3.159 1.530 0.11
H 2.729 -5.578 -0.289 0.08
H 1.938 -5.338 1.276 0.08
H 3.694 -5.529 1.187 0.09
H 4.160 -3.724 -1.291 0.09
H 5.138 -3.645 0.181 0.09
H 4.351 -2.187 -0.444 0.07
H -0.957 -1.386 -2.958 0.11
H -1.999 -4.091 -1.991 0.09
H -2.858 -2.991 -3.080 0.09
H -2.540 -2.512 -1.407 0.04
H -0.163 -4.234 -3.723 0.08
H 0.751 -2.786 -4.190 0.08
H -0.898 -3.024 -4.777 0.09
O 1.368 -0.201 -3.484 0.06
C 1.196 0.523 -4.603 -0.25
C 2.091 0.313 -5.653 0.00
C 1.975 1.031 -6.822 -0.06
C 0.961 1.978 -6.978 -0.08
C 0.072 2.191 -5.951 -0.02
C 0.165 1.470 -4.749 -0.09
C -0.774 1.702 -3.642 -0.38
O -0.647 1.037 -2.573 -0.19
N -1.729 2.609 -3.915 0.15
N -2.554 3.132 -3.064 -0.06
C -3.550 3.949 -3.317 0.10
C -4.147 4.363 -2.100 -0.12
C -5.200 5.206 -1.744 0.00
C -5.461 5.371 -0.400 -0.06
C -4.688 4.730 0.577 -0.05
C -3.637 3.894 0.242 0.01
C -3.401 3.724 -1.109 -0.20
O -2.432 2.953 -1.666 0.04
H 0.682 0.076 -2.848 0.04
H 2.872 -0.423 -5.515 0.12
H 2.681 0.862 -7.625 0.11
H 0.875 2.541 -7.897 0.10
H -0.717 2.921 -6.048 0.11
H -3.783 4.204 -4.336 0.16
H -5.781 5.714 -2.501 0.12
H -6.278 6.009 -0.092 0.11
H -4.913 4.901 1.621 0.12
H -3.023 3.399 0.983 0.12
```

No. 2
A cluster of 2 separate species, C5H14NO in total, computed with wB97M-V/def2-TZVPD.

* largest force on an atom: 0.98 eV/Å
* HOMO-LUMO gap: 10.809 eV
* LUMO: -3.65 eV
* net charge: +1
* energy relative to the best compared isomer or geometry (same formula, charge and spin): 0.702 eV

```
21
Properties=species:S:1:pos:R:3:nbo_charge:R:1
C -1.499 1.359 -0.030 -0.61
C -2.991 -0.649 -0.302 -0.60
C -0.546 -0.954 0.222 -0.53
C -1.591 -0.091 -0.501 -0.22
C 0.903 -0.718 0.020 0.51
N 4.034 -0.006 -0.091 -0.91
O 1.490 0.118 -0.641 -0.57
H -0.497 1.755 -0.180 0.21
H -1.757 1.435 1.026 0.21
H -2.189 1.981 -0.594 0.23
H -3.065 -1.662 -0.687 0.21
H -3.262 -0.649 0.751 0.21
H -3.709 -0.032 -0.838 0.23
H -0.699 -0.875 1.309 0.26
H -0.717 -2.016 0.003 0.26
H -1.352 -0.116 -1.572 0.21
H 1.498 -1.427 0.636 0.11
H 4.100 -0.128 0.922 0.44
H 4.554 0.831 -0.369 0.45
H 4.428 -0.822 -0.563 0.44
H 2.961 0.119 -0.391 0.47
```